(1)
This record from the OMol25 dataset describes C3H9BO3 in the gas phase. The level of theory is wB97M-V/def2-TZVPD.

Results
- Kohn-Sham gap: 9.40 eV
- SMILES: CC(C)(O)B(O)O

Geometry (Å):
B: 0.63637 1.06550 0.26960
C: 0.40068 -1.08082 -1.31357
C: -0.94905 -0.81954 0.99134
C: -0.43591 -0.14926 -0.30501
O: 0.92313 2.20235 -0.34956
O: 1.18333 0.74854 1.45631
O: -1.40473 0.45698 -1.16334
H: 1.09625 -1.37921 -0.48182
H: 1.00773 -0.46662 -1.98175
H: -0.21999 -1.83489 -1.73733
H: -1.76396 -1.45770 0.66072
H: -1.28513 -0.06781 1.64662
H: -0.06158 -1.33829 1.49386
H: 1.17526 2.90400 0.25385
H: 1.88620 1.25598 1.74031
H: -2.18861 -0.03920 -1.18025

=====

(2)
This record from the OMol25 dataset describes 2 unconnected molecules or ions with the total composition C3H9BS. The level of theory is wB97M-V/def2-TZVPD.

Results
- Kohn-Sham gap: 8.98 eV
- SMILES: C=BC.CS

Geometry (Å):
B: -1.99540 -0.42873 -0.07599
C: -2.47333 -1.73004 -0.05389
C: -1.41526 0.98756 -0.08332
C: 2.79813 0.74061 0.01724
S: 2.51297 -1.11562 -0.05706
H: -3.19793 -2.19591 0.66605
H: -2.27883 -2.51198 -0.66236
H: 1.31765 -1.11796 0.67666
H: -1.14317 1.29749 -1.01637
H: -0.60116 1.17398 0.53437
H: -2.09470 1.79636 0.23140
H: 2.55106 1.01667 0.98321
H: 2.19434 1.34774 -0.73570
H: 3.82562 0.73983 -0.42423

=====

(3)
This record from the OMol25 dataset describes 2 unconnected molecules or ions with the total composition C3H9BrNO. The level of theory is wB97M-V/def2-TZVPD.

Results
- Total charge: +1
- Kohn-Sham gap (alpha / beta): 8.65 / 8.75 eV

Geometry (Å):
C: -1.41156 1.15363 0.78984
C: 1.73822 -1.96329 -0.48537
C: 0.54482 0.40622 -0.67065
N: 0.00176 0.57546 0.65199
O: 1.55418 1.24685 -1.00464
Br: 0.85952 -2.44560 1.12544
H: -1.52459 1.75607 -0.07504
H: -2.15124 0.27959 0.84230
H: -1.28573 1.68938 1.65768
H: 2.66411 -1.43163 -0.30183
H: 1.62855 -2.73878 -1.28156
H: -0.02706 0.14078 -1.62881
H: -0.15685 -0.31555 1.11310
H: 0.78288 1.04067 1.23576
H: 2.28130 1.17401 -0.30063

=====

(4)
This record from the OMol25 dataset describes a gas-phase ion, C3H9BrP (charge +1). The level of theory is wB97M-V/def2-TZVPD.

Results
- Total charge: +1
- Spin multiplicity: 3
- Kohn-Sham gap (alpha / beta): 7.30 / 6.93 eV

Geometry (Å):
C: 0.32590 1.69313 -0.17188
C: -0.02395 -0.84864 1.61912
C: 0.16000 -0.85390 -1.37067
P: -0.40696 0.04055 0.01792
Br: -2.58302 0.19151 -0.18154
H: -0.31842 2.25724 -0.82154
H: 1.24552 1.56122 -0.65804
H: 0.54287 2.01812 0.74219
H: -0.60785 -1.72576 1.97962
H: -0.07838 -0.09428 2.48462
H: 0.99740 -1.01856 1.56554
H: -0.48360 -0.60312 -2.26351
H: -0.02660 -2.00537 -1.33820
H: 1.25709 -0.61214 -1.60365

=====

DFT total energy values (in hartree) by entry order: -370.332927, -542.635160, -2823.295503, -3034.622066.